1.
Entry from the OMol25 dataset: a molecular structure, C17H23BrGeIrN4OS2 in a non-equilibrium geometry (ωB97M-V/def2-TZVPD).

Values from the calculation:
Orbital gap (alpha / beta) ... 6.31 / 6.11 eV
Energy relative to the best compared isomer or geometry (same formula, charge and spin) ... 54.6 kcal/mol
Energy ... -6506.874615 Ha
Spin multiplicity ... 2
Expectation value of S² ... 0.774
Highest occupied orbital energy (alpha / beta) ... -13.84 / -13.83 eV
Net charge ... +2

Structure (XYZ):
```
50
Properties=species:S:1:pos:R:3:forces:R:3
H 0.65328 -1.28454 -6.21732 0.012 0.002 0.005
H 1.74708 3.87377 1.43125 -0.004 -0.004 -0.013
H -4.58248 0.44882 -2.37310 -0.083 0.091 -0.080
H -0.34410 -4.82507 -3.97484 0.001 0.007 0.005
H 0.75792 -0.05369 -4.08113 -0.049 0.005 -0.002
Ge 3.66986 -1.90434 1.19309 -0.356 -0.147 -0.190
N 0.29461 -1.68512 -2.91381 -0.297 -0.231 0.781
H 1.50342 -3.13259 1.83786 0.000 0.019 0.005
C 3.75898 3.30828 1.00808 0.459 -0.260 -0.096
C 1.82937 1.86399 0.70409 1.631 -0.104 0.026
H 2.38843 -4.03440 0.58540 -0.013 0.030 -0.037
C -5.19258 0.67300 -1.50252 0.015 -0.244 0.217
H 4.86510 -0.11966 2.61533 0.009 -0.005 0.010
C 4.00242 1.09152 0.19711 0.048 -0.193 0.058
C -2.63945 0.79110 -0.44071 -0.234 -0.742 -0.239
C 2.41006 3.08906 1.09396 -0.616 -0.301 -0.169
C 4.56824 2.30334 0.46835 -0.118 0.443 0.103
C 0.41117 1.85197 0.62750 -1.184 -0.383 -0.095
H -5.62107 -0.23930 -1.09360 0.000 -0.007 -0.037
H 2.08634 -0.93357 -0.64422 -0.050 -0.036 -0.328
H 5.18363 -3.35442 -0.22421 0.038 0.005 -0.006
H 4.59113 0.25543 -0.15390 -0.017 -0.005 0.056
C 0.46439 -1.80191 -5.28623 0.010 -0.092 -0.071
H -5.99126 1.35803 -1.77514 0.018 0.038 0.012
H 0.24668 -3.44669 -7.16549 0.017 0.069 -0.020
H 5.93781 -1.77341 -0.03734 0.016 0.009 -0.026
N -1.67651 1.42955 0.14842 -0.649 1.293 0.507
N -0.42471 1.00475 0.08272 0.929 -1.677 -0.564
H 4.19214 4.24171 1.33973 -0.042 0.055 -0.068
C 4.99177 -2.28186 -0.21934 -0.154 0.067 0.343
H 3.58689 -0.91540 3.55815 -0.031 -0.001 -0.022
S -4.20226 1.52704 -0.25543 0.424 0.027 -0.248
H 4.61945 -2.00486 -1.20594 -0.023 -0.001 -0.004
Ir -0.10455 -0.95039 -0.84021 -1.577 1.848 0.100
O 0.07357 -3.92730 -6.34642 -0.037 -0.213 -0.028
C -0.01030 -2.98462 -2.91940 0.099 -0.131 -0.333
C 0.15600 -3.16787 -5.26930 0.016 0.351 0.279
C 2.28667 -0.57685 0.38719 -0.248 -0.479 0.305
N 2.68758 0.83177 0.39368 -0.397 0.704 -0.142
Br -0.35365 -3.64614 -1.17410 0.126 0.263 -0.072
C 0.52006 -1.10841 -4.09987 0.075 0.187 -0.010
S -2.45853 -0.72260 -1.27324 1.845 -0.121 0.266
C 4.37419 -1.06999 2.82181 -0.108 -0.139 -0.304
H 5.62247 2.46541 0.30034 0.022 -0.096 -0.002
H -0.07705 2.74852 0.99109 0.056 0.017 0.117
H 2.91697 -4.08935 2.26274 0.016 0.007 -0.007
C -0.09207 -3.77562 -4.02895 -0.023 -0.177 -0.115
H 5.11542 -1.74254 3.25387 0.005 0.000 -0.001
H 1.40848 -0.70049 1.03220 0.182 0.097 0.066
C 2.49056 -3.44373 1.49467 0.239 0.153 0.069
```
Forces are in eV/Å.

2.
Entry from the OMol25 dataset: 2 unconnected molecules or ions with the total composition C9H14S in a non-equilibrium geometry (ωB97M-V/def2-TZVPD).

Values from the calculation:
Orbital gap ... 9.39 eV
Energy relative to the best compared isomer or geometry (same formula, charge and spin) ... 57.9 kcal/mol
Energy ... -749.420694 Ha
Structure (SMILES) ... Cc1ccccc1.CSC
Highest occupied orbital energy ... -8.47 eV

Structure (XYZ):
```
24
Properties=species:S:1:pos:R:3:forces:R:3
H -2.51904 1.12552 -3.31755 0.638 -0.720 0.058
H 3.59472 -0.72843 1.49456 0.476 -0.624 0.782
C 1.49208 1.38477 1.46183 -0.918 -0.226 1.457
H -2.83077 0.53577 -1.79113 -1.478 -1.491 1.537
H -0.83592 -1.72109 -0.57793 0.053 0.820 0.806
C -2.02504 0.71026 -2.41198 1.724 2.658 -1.067
H 3.49401 0.10653 0.07185 -0.178 0.793 -0.689
H -1.67810 -0.77669 1.11930 -1.112 -0.206 0.005
H 0.18870 2.97590 2.17395 0.504 -0.753 -0.942
C 0.46467 -0.66491 1.15577 -3.961 0.305 0.371
H 0.45034 -1.67987 0.88879 0.359 -1.345 -0.176
H -0.55226 -2.90700 -1.73659 0.854 0.719 -0.933
C -1.00492 -1.91465 -1.59880 0.801 -0.125 -0.885
H -2.00157 1.65387 1.42220 0.234 1.071 0.514
C 2.91604 -0.54098 0.69323 -0.358 -3.594 -1.392
H 2.31081 1.94771 1.78940 1.465 0.801 -0.152
C 0.28138 1.96607 1.69721 -2.627 1.340 0.569
H -1.98015 -2.17371 -1.78258 -2.750 -0.426 0.112
C -0.89962 -0.08643 1.29467 4.354 1.379 -0.060
S -0.73675 -0.53709 -2.80631 0.091 -0.346 0.509
C -0.98233 1.30562 1.49298 1.067 -2.989 -0.384
H 2.81098 -1.64027 -0.00103 0.077 3.308 2.306
H -1.57383 1.64546 -1.94560 -0.046 -1.273 -0.472
C 1.61657 0.01364 1.21376 0.731 0.925 -1.875
```
Forces are in eV/Å.

3.
Entry from the OMol25 dataset: a gas-phase ion, C29H54N3O (charge +1) in a non-equilibrium geometry (ωB97M-V/def2-TZVPD).

Values from the calculation:
Orbital gap ... 6.75 eV
Energy ... -1376.513086 Ha
Structure (SMILES) ... [H]/N=C(/C)Cc1c(CCCCCCCCCCCCCCCCCCCC)c(C)n[n+](C)c1O
Highest occupied orbital energy ... -11.04 eV
Net charge ... +1

Structure (XYZ):
```
87
Properties=species:S:1:pos:R:3:forces:R:3
H -11.02325 -2.26769 -4.12029 -0.271 0.744 0.788
H 6.85361 0.20835 1.49322 0.205 0.554 -0.603
C 10.42423 -1.96926 -0.17441 0.448 0.670 0.625
H 0.01113 1.76193 -1.70884 -0.129 0.600 0.618
C 13.56072 -3.24053 0.40553 -0.427 -0.281 -0.492
H 7.89683 1.66338 1.48694 -0.759 -0.530 -0.512
H -1.84351 3.82931 -0.52528 0.365 -0.800 0.626
O -11.20608 -1.99008 0.03679 1.165 0.601 1.206
C -6.28217 1.66100 0.61290 0.867 1.009 -0.330
H 10.35975 0.83137 -0.83330 -0.546 -0.323 0.768
H -11.56368 -2.73168 2.35035 0.881 -0.424 -0.237
C -2.56254 1.78632 -0.79216 0.396 0.423 0.871
C -7.52531 -1.19343 1.74943 1.045 0.997 -0.954
C -9.97536 -1.67958 0.55652 2.220 1.634 -1.101
H 11.74030 -4.22176 -0.29238 0.377 0.581 -0.758
H -10.26370 -2.99546 3.54277 -0.108 -0.021 -1.103
C 9.77754 0.58426 0.09872 0.143 -0.466 -0.104
C -6.71873 0.42065 -0.24117 -0.144 -0.102 0.273
H -5.89711 1.42019 1.62963 -0.468 -0.047 -0.817
C -9.48964 -0.25312 -1.57786 -0.723 -0.987 -0.270
C -9.05512 -0.80279 -0.19954 1.396 0.132 1.591
H 9.90643 1.47397 0.77105 -0.191 -0.747 -0.531
C 3.62864 2.48407 0.66891 -0.152 -0.684 -0.499
N -8.95138 -2.43150 -2.72048 -0.064 1.213 0.679
C -1.45348 2.79931 -0.30127 -0.136 -0.246 -1.084
H -11.82220 -2.44847 -2.54145 0.532 0.890 -0.365
C -5.06410 2.35720 -0.14736 0.579 -0.725 0.976
H 10.05092 -0.90909 1.77606 0.069 0.299 -0.928
C -7.75299 -0.51278 0.42833 -2.589 -1.380 0.072
C 10.45330 -0.67571 0.75538 0.185 -0.023 -0.561
H 11.42398 -2.09959 -2.12796 0.565 0.205 0.895
H -11.77343 -0.77140 -3.31102 0.402 -0.846 0.082
H -6.18010 -0.01260 3.00779 0.297 -0.721 -0.501
H -10.38903 0.41489 -1.48470 0.797 -0.701 0.012
H 6.21301 2.92703 0.55559 -0.305 -0.987 -0.263
C 1.05164 2.59542 0.12371 -0.187 -0.465 -1.194
N -9.54668 -2.17735 1.73888 -3.109 -0.785 -0.918
C -11.21814 -1.72779 -3.15615 0.717 -0.134 0.124
H -8.07940 -2.19437 -2.22376 -0.078 -0.309 -0.244
H -10.35632 -4.14814 2.17624 -0.261 0.995 -0.187
H -7.09634 2.42112 0.75630 0.409 -0.967 -0.308
H -6.06003 -1.79799 3.24569 -0.094 0.674 -0.598
H 9.53242 -1.97367 -0.85190 0.692 0.001 0.716
C -6.15435 -0.99147 2.47863 -1.182 -0.862 0.084
H 13.23931 -2.38901 1.05456 0.405 -0.617 -0.476
C -9.81055 -1.51253 -2.49778 -0.899 -0.496 -0.400
H 4.64884 0.54158 1.27438 0.010 0.781 -0.425
H -7.10559 0.82825 -1.21268 0.209 -0.539 1.023
H 4.14336 3.48106 0.63589 -0.264 -1.048 0.120
H 6.21354 1.93348 -0.94184 0.197 -0.040 1.052
C 8.25799 0.40228 -0.26435 -0.489 0.357 0.454
C 12.45954 -3.48118 -0.72350 0.592 0.528 0.814
H -5.16217 2.17363 -1.24671 -0.039 0.516 0.831
H -5.81965 -0.19535 -0.52703 -0.687 0.525 0.472
H -11.88034 -1.53726 0.58325 0.074 -0.360 -0.383
C -10.51316 -3.07833 2.45110 0.290 -0.161 1.715
H -5.30775 -1.09998 1.76120 -0.673 0.428 0.552
H 4.39171 0.71840 -0.48923 -0.025 0.470 0.968
C 4.64893 1.28829 0.44581 0.793 1.013 -0.664
H -3.32544 2.12255 1.28172 -0.486 -0.405 -0.808
H 12.47058 -1.28465 -0.83073 -0.767 -0.561 -0.433
H 10.33966 -2.84152 0.52358 0.046 0.569 -0.771
H -3.00976 2.14032 -1.75356 0.423 -0.308 0.672
H 0.16447 3.57309 -1.60366 -0.266 -0.904 0.159
H 0.83685 1.66547 0.71788 0.257 0.977 -0.111
C 6.11380 1.87402 0.17650 -0.319 -0.532 0.452
C 7.26112 1.00685 0.82833 0.939 0.449 -0.586
H 11.53696 -0.42862 0.89307 -0.840 -0.153 0.129
C 2.51402 2.50182 -0.45210 -0.858 0.518 0.490
H 2.66519 3.40162 -1.10445 -0.047 -0.809 0.389
C -0.05580 2.64074 -1.02177 0.492 0.896 1.066
H -3.88928 0.58687 0.47360 0.097 0.939 0.111
H 2.54883 1.59507 -1.11265 0.152 0.758 0.634
H -2.07209 0.79348 -0.99093 -0.595 0.820 0.293
H 12.95240 -3.91025 -1.62730 -0.452 0.221 0.675
H 7.95292 -0.66690 -0.41225 0.591 0.853 -0.057
N -8.41265 -1.97362 2.36604 1.428 1.151 -1.248
H 3.20311 2.38078 1.69777 0.021 0.148 -0.868
C -3.69636 1.68573 0.31839 -0.249 -0.542 -1.134
H -8.70344 0.31778 -2.11956 -0.494 -0.398 0.732
H -4.99898 3.44802 0.10454 -0.312 -0.928 -0.540
H 0.89227 3.53033 0.72853 0.336 -1.015 -0.271
C 11.74013 -2.10702 -1.05050 -0.586 -1.155 0.049
H 13.67902 -4.13680 1.06422 0.015 0.687 -0.610
H 8.06352 0.94122 -1.22632 0.142 -0.506 0.754
H 14.53874 -3.01897 -0.08858 -0.726 0.005 0.633
H -1.29413 2.66687 0.80305 -0.266 0.212 -1.000
```
Forces are in eV/Å.

Q: Which formula does entry 3 have?
A: C29H54N3O